1.
The following is a quantum chemistry calculation of 2 unconnected molecules or ions with the total composition C5H10NO in a non-equilibrium geometry, from the OMol25 dataset.

Geometry as XYZ:
```
17
Properties=species:S:1:pos:R:3:forces:R:3:lowdin_charge:R:1
O -1.681 0.468 0.212 0.4 0.3 -0.7 0.084
N 0.419 -1.789 -0.503 -2.2 0.5 0.2 0.225
C 0.450 -0.463 -0.659 3.9 -1.2 0.9 -0.322
C 0.174 0.489 1.667 1.0 0.7 -0.5 -0.110
C -1.087 1.073 1.069 -1.0 -0.8 1.4 -0.195
C 0.375 0.071 -1.965 -1.0 1.0 -3.1 0.063
C 1.144 0.255 0.490 -0.6 0.8 -0.9 -0.112
H -0.347 -2.255 -0.984 0.6 -0.4 -0.5 0.155
H 2.050 -0.291 0.756 -0.1 -0.1 0.1 0.143
H 0.532 -2.156 0.434 0.1 0.1 0.0 0.142
H 0.006 -0.447 2.205 -0.4 0.2 0.1 0.130
H 0.551 1.089 -2.265 -0.7 0.5 1.2 0.001
H 0.635 1.222 2.328 0.0 -0.2 0.2 0.124
H 1.462 0.536 -3.825 -0.4 -1.2 2.0 0.328
H -0.358 -0.420 -2.599 0.1 0.0 -0.1 0.066
H 1.443 1.234 0.105 0.1 -0.1 0.1 0.131
H -1.554 1.953 1.561 0.3 -0.1 -0.3 0.148
```
Forces are in eV/Å.

Summary:
LUMO ... -7.34 eV
Net charge ... +1
Frontier orbital gap ... 6.6 eV


2.
The following is a quantum chemistry calculation of a gas-phase ion, C5H10NO (charge +1) in a non-equilibrium geometry, from the OMol25 dataset.

Geometry as XYZ:
```
17
Properties=species:S:1:pos:R:3:forces:R:3:lowdin_charge:R:1
O 3.107 -0.249 0.329 -1.0 0.0 -0.3 -0.042
N -1.881 -0.114 0.449 2.4 2.1 -0.4 -0.001
C -1.048 -0.175 -0.510 6.2 0.1 5.3 0.110
C 0.541 0.242 -0.102 -0.6 -0.3 2.4 0.008
C 3.567 0.509 -0.613 -1.3 1.3 -1.4 0.011
C -3.211 -0.295 0.211 -4.4 -0.3 1.2 -0.050
C 1.888 -0.478 0.701 -3.2 2.3 -3.4 -0.074
H 4.583 0.450 -0.707 2.4 -0.1 -0.1 0.051
H -3.417 -1.310 0.551 -1.0 0.2 0.5 0.125
H -3.453 -0.303 -0.820 0.0 0.2 -1.1 0.097
H 0.985 0.540 -0.987 0.6 1.0 -1.9 0.032
H 3.017 1.149 -1.350 0.0 -1.0 1.2 0.105
H -1.664 0.280 1.360 0.6 0.0 -0.1 0.190
H -3.810 0.549 0.707 0.6 -1.6 -0.5 0.157
H -1.317 -0.799 -1.258 -0.8 -1.0 -3.2 0.118
H 0.384 1.114 0.589 0.0 -0.4 -1.0 0.111
H 1.730 -1.112 1.451 -0.4 -2.4 2.7 0.054
```
Forces are in eV/Å.

Summary:
LUMO (spin up / spin down) ... -5.26 / -5.31 eV
Net charge ... +1
Frontier orbital gap (spin up / spin down) ... 5.8 / 5.8 eV


3.
The following is a quantum chemistry calculation of 2 unconnected molecules or ions with the total composition C5H10NO in a non-equilibrium geometry, from the OMol25 dataset.

Geometry as XYZ:
```
17
Properties=species:S:1:pos:R:3:forces:R:3:lowdin_charge:R:1
O 1.008 0.070 -2.003 2.0 -2.8 -2.4 -0.036
N 1.199 -1.162 0.297 2.2 -0.8 -1.3 0.137
C -1.812 0.393 1.613 -0.9 -0.6 2.0 0.054
C 0.707 1.377 -1.611 -1.5 0.9 0.9 -0.044
C -0.177 -0.835 0.376 -1.3 1.2 -4.3 -0.191
C -0.509 0.114 1.374 -4.7 -0.8 -0.6 -0.190
C -0.192 0.231 -1.460 -1.8 -0.2 3.7 -0.116
H 1.241 1.528 -0.730 0.9 1.5 1.2 0.098
H 0.229 0.537 1.927 2.1 1.8 1.3 0.081
H -2.025 1.163 2.388 0.1 -0.5 -0.7 0.077
H 1.314 -2.153 0.082 0.1 -0.1 0.1 0.167
H 1.719 -1.014 1.200 -0.3 0.3 -1.4 0.194
H -0.897 -1.647 0.124 0.8 0.6 0.4 0.161
H 0.527 2.179 -2.340 0.4 -0.7 0.2 0.149
H -1.148 0.150 -1.932 -0.2 -0.6 -0.6 0.134
H -2.765 -0.262 1.414 2.2 1.4 -0.5 0.122
H 1.584 -0.667 -0.718 -0.2 -0.5 2.0 0.203
```
Forces are in eV/Å.

Summary:
LUMO ... -3.51 eV
Net charge ... +1
Frontier orbital gap ... 9.5 eV


4.
The following is a quantum chemistry calculation of 2 unconnected molecules or ions with the total composition C5H10NO in a non-equilibrium geometry, from the OMol25 dataset.

Geometry as XYZ:
```
17
Properties=species:S:1:pos:R:3:forces:R:3:lowdin_charge:R:1
O -0.003 0.764 -0.379 3.7 0.7 -2.5 0.024
N -1.968 0.165 0.335 -0.9 1.8 0.2 0.094
C -3.076 0.147 0.012 -0.7 -0.8 -0.7 0.275
C 1.260 1.121 -0.509 -2.6 -0.2 3.3 -0.022
C 2.135 1.553 0.635 1.0 -3.3 -3.2 0.012
C -0.757 0.571 0.694 0.5 0.4 1.8 -0.200
C -0.327 -2.245 -0.518 -0.1 -3.1 1.0 -0.061
H -0.571 1.208 1.574 -0.5 -0.8 -0.4 0.158
H 1.695 1.165 1.539 0.5 0.7 0.7 0.081
H -1.337 -2.236 -0.881 -0.6 1.1 -0.1 -0.001
H 0.380 -1.610 -1.008 0.1 0.6 -0.2 -0.004
H 3.179 1.058 0.323 -2.1 0.8 1.2 0.164
H 2.307 2.558 0.347 0.1 1.6 1.0 0.091
H 1.624 1.269 -1.473 -0.1 -0.2 -1.9 0.128
H -0.134 -3.299 -0.919 0.5 1.1 1.1 0.058
H -4.088 0.026 -0.402 0.9 -0.1 0.6 0.141
H -0.318 -2.217 0.629 0.2 -0.1 -1.9 0.062
```
Forces are in eV/Å.

Summary:
LUMO ... -4.88 eV
Net charge ... +1
Frontier orbital gap ... 7.4 eV


5.
The following is a quantum chemistry calculation of a gas-phase ion, C5H10NO (charge +2) in a non-equilibrium geometry, from the OMol25 dataset.

Geometry as XYZ:
```
17
Properties=species:S:1:pos:R:3:forces:R:3:lowdin_charge:R:1
O 1.616 -0.313 0.191 -2.5 2.3 -3.0 0.134
N -0.430 -1.942 1.353 -1.3 -1.8 2.9 0.189
C 1.390 0.453 -0.780 3.4 0.5 1.3 -0.066
C -1.022 1.253 -0.744 -3.0 1.5 0.8 -0.150
C -0.885 -1.134 0.216 -0.4 1.3 -0.2 0.019
C 0.461 1.726 -0.913 0.3 -0.9 -1.9 -0.053
C -1.035 0.266 0.342 -1.5 -1.6 2.2 0.004
H -0.368 -3.076 1.318 -1.3 3.0 -0.3 0.279
H -1.473 0.586 1.340 1.5 0.0 -0.6 0.183
H -1.597 2.212 -0.383 1.1 -1.8 -0.4 0.181
H -1.370 -1.637 -0.625 0.9 -0.3 -0.1 0.172
H -1.789 0.873 -1.542 2.4 0.5 0.2 0.192
H 0.566 2.154 -1.962 0.1 -0.6 1.3 0.159
H -0.880 -1.562 2.302 0.3 -1.5 -2.1 0.252
H 2.202 0.430 -1.593 -0.9 -0.3 0.7 0.195
H 0.813 2.546 -0.218 -0.5 -1.2 -0.3 0.173
H 0.523 -1.808 1.643 1.5 0.9 -0.6 0.137
```
Forces are in eV/Å.

Summary:
LUMO (spin up / spin down) ... -9.90 / -12.79 eV
2S+1 ... 2
Net charge ... +2
Frontier orbital gap (spin up / spin down) ... 9.8 / 6.2 eV


6.
The following is a quantum chemistry calculation of a gas-phase ion, C5H10NO2 (charge -1), from the OMol25 dataset.

Geometry as XYZ:
```
18
Properties=species:S:1:pos:R:3:forces:R:3:lowdin_charge:R:1
O -0.136 -3.874 -0.913 -0.2 -0.2 0.2 -0.097
O 0.496 -2.304 -2.419 -0.1 -0.1 0.2 -0.094
N -0.286 -1.669 -0.392 -0.3 0.0 0.3 0.013
C 0.364 -0.401 -0.520 0.0 0.7 0.2 -0.236
C -0.084 0.557 0.593 -0.5 0.5 0.3 -0.435
C 0.052 -2.711 -1.316 0.3 0.1 -0.5 -0.815
C -1.305 1.376 0.151 0.6 0.1 -0.4 -0.097
C 1.011 1.485 1.099 0.6 0.1 -0.5 -0.108
H -0.406 -0.002 1.478 0.0 -0.3 -0.1 0.120
H 1.466 -0.448 -0.516 0.0 -0.2 0.0 0.114
H -1.724 1.985 0.955 -0.1 -0.1 0.0 0.064
H 1.520 2.036 0.289 -0.3 -0.2 0.0 0.077
H 0.075 0.035 -1.483 0.2 0.0 0.0 0.113
H 1.803 0.907 1.591 -0.2 0.2 0.1 0.072
H -0.997 2.045 -0.665 -0.1 0.0 0.1 0.075
H -0.409 -1.976 0.562 0.2 -0.2 -0.2 0.101
H -2.049 0.712 -0.269 -0.3 -0.1 0.1 0.070
H 0.608 2.245 1.774 0.1 -0.1 0.2 0.064
```
Forces are in eV/Å.

Summary:
LUMO ... 3.52 eV
Net charge ... -1
SMILES ... CC(C)CNC(=O)[O-]
Frontier orbital gap ... 7.4 eV


7.
The following is a quantum chemistry calculation of a gas-phase ion, C5H10NO2 (charge -1) in a non-equilibrium geometry, from the OMol25 dataset.

Geometry as XYZ:
```
18
Properties=species:S:1:pos:R:3:forces:R:3:lowdin_charge:R:1
O -1.724 1.463 3.187 -1.7 0.4 2.9 -0.071
O 0.226 2.289 2.475 2.5 1.4 0.0 -0.020
N -0.905 0.503 1.376 1.3 0.5 0.2 -0.017
C -0.708 1.544 2.535 -2.3 -2.6 -2.9 -0.838
C -0.502 -1.764 -0.931 1.2 1.7 2.3 -0.083
C -0.038 -0.278 -0.837 0.4 1.2 -0.6 -0.381
C 1.102 0.370 -1.769 1.9 -3.4 1.8 -0.093
C 0.302 0.244 0.587 -0.2 -1.9 0.0 -0.261
H 2.177 0.112 -1.411 -1.6 -0.1 -0.1 0.094
H 0.260 -2.450 -0.649 1.0 -0.7 0.1 0.046
H -1.281 -1.912 -0.147 0.1 0.2 -1.0 0.082
H 0.844 -0.619 1.149 0.2 1.4 -1.1 0.129
H -1.378 -0.358 1.759 1.0 1.4 -0.5 0.101
H 1.161 0.036 -2.767 -0.5 -0.5 -1.5 0.026
H 1.205 1.411 -1.773 -0.9 1.8 0.2 0.034
H 0.977 1.128 0.336 -1.2 -0.9 1.7 0.111
H -0.762 -1.913 -1.922 -1.1 -0.8 -1.8 0.033
H -0.955 0.194 -1.200 0.0 0.7 0.4 0.108
```
Forces are in eV/Å.

Summary:
LUMO ... 3.55 eV
Net charge ... -1
SMILES ... CC(C)CNC(=O)[O-]
Frontier orbital gap ... 7.5 eV


8.
The following is a quantum chemistry calculation of a molecular structure, C5H10NO2 in a non-equilibrium geometry, from the OMol25 dataset.

Geometry as XYZ:
```
18
Properties=species:S:1:pos:R:3:forces:R:3:lowdin_charge:R:1
O 0.383 1.049 -2.338 0.9 0.4 0.2 -0.099
O -1.767 -0.825 0.866 -2.0 -4.2 8.0 -0.118
N -1.052 -0.043 -0.959 1.9 2.3 -3.9 0.092
C 1.622 0.091 0.531 0.0 -0.7 0.8 -0.198
C -0.015 0.739 -1.187 -1.3 -0.5 -2.8 -0.632
C 0.682 1.180 0.053 0.4 2.1 0.4 -0.173
C 0.768 -1.157 0.838 -0.7 -0.3 0.2 -0.186
C -0.564 -0.799 1.574 -0.3 -0.4 2.0 -0.321
H 1.206 -1.991 1.423 0.5 0.8 -0.1 0.094
H -1.461 -0.327 0.139 0.0 2.0 -3.6 -0.239
H -0.639 -1.518 2.393 -0.1 -0.3 0.2 0.082
H 2.379 -0.158 -0.224 -0.2 0.2 -0.1 0.106
H 2.199 0.407 1.411 -0.2 0.1 0.0 0.096
H -1.499 -0.504 -1.741 0.4 0.4 -0.5 0.083
H -0.091 1.540 0.748 0.2 -0.9 0.3 0.105
H 0.511 -1.628 -0.108 -0.1 0.0 -0.1 0.099
H -0.492 0.181 2.124 0.4 -0.5 -0.4 0.102
H 1.196 2.147 -0.058 0.4 -0.4 -0.7 0.107
```
Forces are in eV/Å.

Summary:
LUMO ... 4.12 eV
Net charge ... -1
Frontier orbital gap ... 7.5 eV


9.
The following is a quantum chemistry calculation of 2 unconnected molecules or ions with the total composition C5H10NO2, from the OMol25 dataset.

Geometry as XYZ:
```
18
Properties=species:S:1:pos:R:3:forces:R:3:lowdin_charge:R:1
O -2.235 0.798 -0.122 -0.3 0.2 0.0 -0.091
O -1.111 -0.571 1.268 -0.1 0.1 0.0 -0.117
N 3.608 -1.095 -1.043 -0.2 -0.3 0.0 0.004
C 1.966 0.689 -1.046 0.0 0.3 0.3 -0.188
C -3.475 -0.795 1.165 0.3 -0.3 -0.6 -0.063
C -2.151 -0.106 0.731 0.2 -0.4 0.2 -0.784
C 2.545 -0.365 -0.485 0.3 -0.3 -0.4 -0.238
C 0.787 1.382 -0.417 0.4 -0.2 -0.1 -0.127
H -4.150 -0.114 1.678 0.0 0.0 0.1 0.048
H 4.149 -1.686 -0.443 0.1 0.1 0.0 0.054
H 2.161 -0.817 0.420 -0.1 0.1 0.1 0.112
H 2.381 1.055 -1.986 0.0 0.1 0.0 0.082
H 1.058 2.334 0.046 0.2 0.2 -0.1 0.059
H 0.001 1.585 -1.143 -0.1 -0.1 0.2 0.058
H -3.220 -1.675 1.755 -0.2 0.1 0.3 0.045
H -3.978 -1.150 0.259 -0.1 0.2 0.0 0.050
H 4.076 -0.745 -1.858 0.1 0.1 0.1 0.061
H 0.388 0.737 0.366 -0.3 0.1 -0.1 0.036
```
Forces are in eV/Å.

Summary:
LUMO ... 3.72 eV
Net charge ... -1
Frontier orbital gap ... 7.7 eV


10.
The following is a quantum chemistry calculation of a gas-phase ion, C5H10NO2 (charge +1) in a non-equilibrium geometry, from the OMol25 dataset.

Geometry as XYZ:
```
18
Properties=species:S:1:pos:R:3:forces:R:3:lowdin_charge:R:1
O -0.984 1.647 0.668 1.3 0.4 0.0 0.036
O 3.036 -0.532 -0.134 -0.3 -0.2 0.1 0.169
N -0.482 -0.538 -0.313 1.4 -0.1 -1.2 -0.067
C 0.711 -1.127 0.442 0.3 -1.7 -3.9 0.007
C 1.884 -0.254 -0.065 -0.9 0.6 -0.3 -0.342
C -1.813 -0.938 0.143 -0.6 1.9 1.7 -0.003
C -0.221 1.164 -0.362 -1.2 -1.1 -0.3 -0.220
C 1.299 1.167 -0.489 1.6 -0.3 1.7 -0.010
H -2.511 -1.230 -0.553 -0.7 -1.1 -2.5 0.081
H 0.848 -2.280 0.317 -0.3 2.2 -0.1 0.194
H -0.544 1.651 1.549 -0.1 0.1 -0.9 0.156
H 1.964 1.834 0.181 -1.6 -0.5 -1.1 0.178
H 0.531 -0.941 1.420 -0.5 0.6 3.3 0.097
H 1.583 1.342 -1.525 0.0 0.1 0.0 0.132
H -0.725 1.437 -1.351 0.5 -0.3 1.6 0.188
H -2.318 -0.024 0.473 0.3 -0.1 0.6 0.105
H -1.893 -1.666 0.927 0.8 -0.3 0.5 0.111
H -0.367 -0.714 -1.329 -0.1 -0.5 0.8 0.187
```
Forces are in eV/Å.

Summary:
LUMO ... -3.35 eV
Net charge ... +1
SMILES ... C[N@@H+]1CC(=O)C[C@@H]1O
Frontier orbital gap ... 11.1 eV


11.
The following is a quantum chemistry calculation of 2 unconnected molecules or ions with the total composition C5H10NO3 in a non-equilibrium geometry, from the OMol25 dataset.

Geometry as XYZ:
```
19
Properties=species:S:1:pos:R:3:forces:R:3:lowdin_charge:R:1
O 2.118 -2.007 -1.789 0.2 -0.4 -0.1 -0.083
O 0.096 -1.024 -1.828 -0.3 0.0 -0.1 -0.093
O -2.772 2.079 -0.928 0.1 0.0 0.2 -0.064
N -0.603 -1.121 1.642 0.3 -0.4 0.0 -0.030
C 0.653 0.625 0.299 1.1 1.9 -0.6 -0.244
C -1.360 -1.375 0.676 -0.7 0.0 -1.3 -0.086
C 1.809 -0.108 -0.395 -1.2 -1.5 0.3 -0.122
C 0.161 0.139 1.632 -0.3 -1.1 0.7 -0.254
C 1.273 -1.170 -1.434 0.6 0.6 0.0 -0.744
H -0.108 0.809 -0.460 -0.2 -0.3 0.1 0.070
H -2.313 2.352 -1.725 0.0 0.0 -0.2 0.033
H 2.373 -0.685 0.339 0.2 0.1 0.0 0.097
H -1.616 -0.729 -0.177 0.5 0.3 0.3 0.058
H -0.431 0.849 2.224 0.0 0.3 -0.4 0.101
H 2.509 0.550 -0.902 -0.1 0.2 -0.1 0.095
H -1.828 -2.349 0.501 0.1 -0.1 0.8 0.066
H 1.024 -0.086 2.270 0.1 0.2 -0.1 0.097
H 1.088 1.616 0.478 -0.3 0.3 0.3 0.096
H -2.076 1.637 -0.424 -0.1 -0.1 0.0 0.008
```
Forces are in eV/Å.

Summary:
LUMO ... 3.55 eV
Net charge ... -1
Frontier orbital gap ... 7.7 eV


12.
The following is a quantum chemistry calculation of a gas-phase ion, C5H10NO3 (charge +1) in a non-equilibrium geometry, from the OMol25 dataset.

Geometry as XYZ:
```
19
Properties=species:S:1:pos:R:3:forces:R:3:lowdin_charge:R:1
O -2.922 0.434 -0.392 -0.3 0.2 -0.9 0.034
O 0.475 -1.854 1.064 -1.2 0.5 -0.6 0.074
O 0.336 2.577 0.909 -1.6 -0.4 -0.9 0.134
N -1.148 -1.077 -0.582 2.5 5.5 0.8 0.174
C 0.347 -1.079 -0.085 -1.0 1.3 1.8 -0.304
C -1.887 -0.092 0.277 -0.6 1.5 0.7 -0.154
C 0.261 1.388 0.391 -1.3 -1.6 1.3 -0.028
C 0.940 0.306 0.040 0.2 0.2 -2.2 -0.215
C 2.296 0.407 -0.677 0.7 0.4 4.0 -0.009
H 1.127 3.079 1.110 1.0 -0.4 -0.1 0.146
H -0.099 -1.386 1.678 0.3 -0.1 1.1 0.103
H -1.456 -1.966 -0.418 -1.3 -3.3 -0.4 0.136
H -2.150 -0.238 1.351 1.0 -0.9 -0.9 0.154
H 2.272 0.969 -1.548 -0.2 1.2 -1.6 0.063
H 2.779 -0.529 -0.882 0.1 -0.6 0.1 0.082
H -3.816 0.386 0.002 0.8 0.0 0.2 0.145
H 0.821 -1.605 -0.802 1.7 -1.7 -2.6 0.117
H -1.074 -0.650 -1.560 -0.9 -1.3 1.4 0.234
H 2.899 0.929 0.124 0.1 -0.4 -1.3 0.114
```
Forces are in eV/Å.

Summary:
LUMO (spin up / spin down) ... -3.99 / -3.87 eV
Net charge ... +1
Frontier orbital gap (spin up / spin down) ... 8.4 / 8.9 eV


| no. | DFT total energy (eV) |
| --- | --- |
| 1 | -8872.19648 |
| 2 | -8871.25012 |
| 3 | -8873.12965 |
| 4 | -8872.17790 |
| 5 | -8861.06808 |
| 6 | -10934.21046 |
| 7 | -10932.65146 |
| 8 | -10931.36564 |
| 9 | -10933.13230 |
| 10 | -10923.84830 |
| 11 | -12980.42627 |
| 12 | -12967.19212 |